[1]
{
  "formula": "C32H30IrN3O6PS",
  "method": "wB97M-V/def2-TZVPD",
  "spin_multiplicity": 2,
  "total_charge": 2,
  "homo_ha": [-0.52709, -0.52474],
  "e_above_lowest_kj_mol": 63.8,
  "lumo_ev": [-6.02, -8.15],
  "mol_weight_g_mol": 807.9,
  "orbital_gap_ha": [0.3057, 0.2252],
  "symbols": ["Ir", "S", "P", "O", "O", "O", "O", "O", "O", "N", "N", "N", "C", "C", "C", "C", "C", "C", "C", "C", "C", "C", "C", "C", "C", "C", "C", "C", "C", "C", "C", "C", "C", "C", "C", "C", "C", "C", "C", "C", "C", "C", "C", "C", "H", "H", "H", "H", "H", "H", "H", "H", "H", "H", "H", "H", "H", "H", "H", "H", "H", "H", "H", "H", "H", "H", "H", "H", "H", "H", "H", "H", "H", "H"],
  "coordinates": [[1.04, 0.04, 0.01], [0.67, 1.06, 3.14], [-0.40, -1.06, -1.26], [6.23, 2.93, -1.86], [2.29, 0.29, -1.57], [5.26, 2.92, 0.98], [4.82, 0.62, -3.16], [0.43, -0.04, 2.05], [2.66, 1.38, 0.91], [0.33, -2.58, -1.27], [0.29, 2.02, -0.23], [1.95, -1.78, 0.14], [-0.92, 1.24, 3.97], [3.85, -3.07, 0.81], [-2.03, -1.41, -0.58], [-1.38, 0.56, -3.25], [-4.46, -2.05, 0.59], [0.30, -0.09, 5.58], [1.50, -2.81, -0.58], [1.38, 0.08, 4.50], [-1.54, 3.45, -1.01], [4.79, 2.35, 0.04], [-1.05, 0.03, 4.88], [2.18, -4.03, -0.63], [-0.56, -0.54, -2.95], [-1.14, 2.38, -0.23], [-0.84, 0.32, -5.57], [-0.02, -0.76, -5.28], [-4.41, -1.67, -0.75], [-2.04, 1.68, 0.55], [-2.08, -1.81, 0.76], [-3.38, 2.07, 0.55], [3.34, 0.95, -1.28], [5.37, 2.26, -1.40], [-3.20, -1.35, -1.34], [0.13, -1.18, -3.97], [3.12, -1.92, 0.82], [-1.52, 0.98, -4.56], [3.36, -4.15, 0.07], [3.52, 1.55, 0.00], [-3.29, -2.13, 1.34], [-2.88, 3.84, -1.00], [-3.79, 3.15, -0.22], [4.53, 1.19, -2.16], [0.73, 2.50, 0.56], [3.43, -1.05, 1.39], [-5.41, -2.30, 1.04], [0.40, 0.70, 6.33], [-0.09, -3.36, -1.76], [-2.16, 1.82, -4.79], [-4.83, 3.45, -0.20], [-3.17, -1.07, -2.38], [0.79, -2.01, -3.75], [-1.24, -0.86, 4.27], [-0.96, 0.65, -6.60], [3.91, -5.08, 0.03], [-3.19, 4.68, -1.59], [0.70, 2.41, -1.07], [-5.32, -1.62, -1.33], [1.67, -0.86, 4.03], [0.42, -1.04, 6.09], [1.78, -4.84, -1.22], [-4.09, 1.52, 1.15], [-1.71, 0.83, 1.12], [0.51, -1.26, -6.08], [-3.33, -2.45, 2.37], [-1.17, -1.86, 1.35], [-0.83, 3.99, -1.62], [-0.84, 2.18, 4.54], [-1.91, 1.08, -2.46], [2.27, 0.60, 4.85], [-1.87, 0.13, 5.58], [-1.69, 1.35, 3.21], [4.78, -3.14, 1.35]]
}


[2]
{
  "formula": "C32H30KN5O8",
  "method": "wB97M-V/def2-TZVPD",
  "total_charge": -2,
  "homo_ha": -0.04682,
  "e_above_lowest_kj_mol": 56.7,
  "lumo_ev": 3.86,
  "mol_weight_g_mol": 651.7,
  "orbital_gap_ha": 0.1887,
  "symbols": ["K", "O", "O", "O", "O", "O", "O", "O", "O", "N", "N", "N", "N", "N", "C", "C", "C", "C", "C", "C", "C", "C", "C", "C", "C", "C", "C", "C", "C", "C", "C", "C", "C", "C", "C", "C", "C", "C", "C", "C", "C", "C", "C", "C", "C", "C", "H", "H", "H", "H", "H", "H", "H", "H", "H", "H", "H", "H", "H", "H", "H", "H", "H", "H", "H", "H", "H", "H", "H", "H", "H", "H", "H", "H", "H", "H"],
  "coordinates": [[-0.05, 0.89, -0.12], [1.30, 0.55, -2.63], [2.81, -4.41, -5.94], [0.14, 1.19, 2.15], [-1.90, 0.26, -1.21], [2.99, 1.62, 0.15], [2.04, -5.98, -4.73], [0.36, 3.49, -0.31], [1.54, 0.37, -4.87], [2.14, -4.80, -5.00], [-2.34, 1.55, 1.08], [2.73, -2.98, -0.38], [1.21, -1.44, 0.17], [-1.97, 2.19, 2.22], [1.28, -0.05, -3.73], [-5.12, -0.48, -2.67], [-3.58, 1.41, 0.82], [1.36, 3.79, 5.21], [-5.45, 0.69, -0.60], [-1.32, 3.45, 4.61], [2.62, 2.98, 0.21], [-0.95, 4.22, 5.69], [0.52, -4.29, -3.25], [-4.08, 0.78, -0.39], [-0.10, -4.13, 2.34], [-0.73, 1.98, 2.62], [0.84, -5.11, 2.01], [0.39, 4.40, 6.00], [-5.99, 0.07, -1.72], [-0.17, -3.37, -2.49], [0.95, -2.60, 0.87], [-3.76, -0.41, -2.50], [-3.16, 0.22, -1.35], [3.38, 1.09, 1.39], [2.25, -1.71, -0.57], [-0.07, -2.87, 1.78], [0.95, -1.56, -3.62], [1.89, -3.59, 0.53], [-0.36, 2.83, 3.81], [0.05, -2.01, -2.65], [1.63, 3.33, -0.90], [0.98, 3.00, 4.13], [1.85, -4.86, 1.10], [1.41, -3.84, -4.22], [-0.68, 3.66, -1.26], [1.61, -2.47, -4.42], [-0.88, -3.72, -1.74], [2.29, -2.13, -5.19], [1.72, 2.51, 3.52], [-6.12, 1.12, 0.14], [1.63, 2.51, -1.63], [0.78, -6.08, 2.47], [-0.65, 4.66, -1.69], [3.53, 3.60, 0.13], [1.93, 4.26, -1.40], [-0.79, -2.10, 2.02], [-1.71, 4.70, 6.31], [-2.36, 3.31, 4.34], [0.69, 5.01, 6.85], [-5.53, -0.96, -3.55], [-4.34, 1.78, 1.53], [3.47, -3.41, -0.90], [-1.62, 3.51, -0.73], [2.69, -0.99, -1.25], [3.62, 0.04, 1.23], [2.57, -5.62, 0.83], [-0.45, -1.28, -2.03], [2.56, 1.14, 2.12], [2.14, 3.21, 1.17], [-7.07, 0.01, -1.85], [-0.61, 2.92, -2.06], [-0.88, -4.38, 3.06], [0.38, -5.36, -3.11], [-3.08, -0.83, -3.23], [4.27, 1.60, 1.79], [2.41, 3.92, 5.44]]
}


[3]
{
  "formula": "C32H31BF4N3OP2Pd",
  "method": "wB97M-V/def2-TZVPD",
  "total_charge": -1,
  "homo_ha": -0.13744,
  "e_above_lowest_kj_mol": 84.1,
  "lumo_ev": 2.47,
  "mol_weight_g_mol": 728.8,
  "orbital_gap_ha": 0.2284,
  "symbols": ["Pd", "P", "P", "F", "F", "F", "F", "O", "N", "N", "N", "C", "C", "C", "C", "C", "C", "C", "C", "C", "C", "C", "C", "C", "C", "C", "C", "C", "C", "C", "C", "C", "C", "C", "C", "C", "C", "C", "C", "C", "C", "C", "C", "B", "H", "H", "H", "H", "H", "H", "H", "H", "H", "H", "H", "H", "H", "H", "H", "H", "H", "H", "H", "H", "H", "H", "H", "H", "H", "H", "H", "H", "H", "H", "H"],
  "coordinates": [[-0.62, -0.79, -1.05], [-0.30, -0.80, 1.46], [1.67, -0.89, -0.60], [-0.43, -0.85, -3.75], [0.03, 0.45, -5.61], [-2.15, 0.25, -4.82], [-1.12, -1.56, -5.85], [-1.91, -3.10, -1.13], [-1.98, 0.94, -1.71], [1.37, -0.80, 1.09], [-3.71, -1.69, -1.13], [0.63, -2.74, 4.97], [-3.38, -0.98, -2.37], [-0.40, -0.23, 4.34], [-2.62, 2.54, 1.83], [4.98, -3.12, 0.50], [5.43, -2.17, -1.66], [3.53, 2.81, -0.73], [-2.16, 1.24, 1.70], [0.43, -2.37, 3.65], [-3.19, 0.50, -2.11], [2.24, 0.80, -1.09], [3.33, -1.68, -0.54], [-3.38, -3.18, 0.75], [-0.20, -0.60, 5.67], [5.83, -2.96, -0.58], [0.31, -1.84, 5.99], [-4.25, 1.38, -2.30], [-1.72, 3.60, 1.83], [2.05, 2.66, -2.62], [-0.80, 0.96, 1.58], [3.74, -2.49, 0.52], [-2.90, -2.65, -0.58], [3.19, 1.52, -0.36], [-0.07, -1.11, 3.31], [0.09, 2.03, 1.57], [1.68, 1.38, -2.23], [-4.06, 2.73, -2.08], [-0.36, 3.34, 1.70], [-1.81, 2.24, -1.53], [-2.81, 3.18, -1.70], [4.19, -1.54, -1.64], [2.96, 3.39, -1.86], [-0.92, -0.43, -5.03], [3.24, 4.39, -2.16], [-2.52, -3.56, 1.29], [1.15, 1.84, 1.45], [5.28, -3.73, 1.34], [-5.21, 1.00, -2.63], [4.26, 3.37, -0.14], [1.03, -3.71, 5.21], [0.47, -2.12, 7.03], [0.96, 0.81, -2.81], [-4.08, -4.01, 0.57], [0.35, 4.16, 1.68], [-0.46, 0.10, 6.46], [3.88, -0.93, -2.48], [-3.69, 2.74, 1.91], [-2.07, 4.62, 1.92], [-3.88, -2.42, 1.35], [-4.46, -1.33, -0.57], [1.62, 3.10, -3.51], [6.79, -3.45, -0.60], [6.08, -2.05, -2.51], [-4.16, -1.12, -3.11], [-2.46, -1.39, -2.77], [2.04, -0.40, 1.74], [-0.81, 2.55, -1.23], [0.67, -3.08, 2.85], [-0.80, 0.75, 4.11], [3.07, -2.62, 1.36], [3.65, 1.07, 0.51], [-4.88, 3.43, -2.22], [-2.61, 4.23, -1.53], [-2.87, 0.41, 1.68]]
}


[4]
{
  "formula": "C32H31ClLiNO3Te",
  "method": "wB97M-V/def2-TZVPD",
  "spin_multiplicity": 2,
  "total_charge": -1,
  "homo_ha": [-0.14016, -0.18074],
  "e_above_lowest_kj_mol": 30.8,
  "lumo_ev": [2.56, 2.37],
  "mol_weight_g_mol": 647.6,
  "orbital_gap_ha": [0.2343, 0.2679],
  "symbols": ["Te", "Cl", "O", "O", "O", "N", "C", "C", "C", "C", "C", "C", "C", "C", "C", "C", "C", "C", "C", "C", "C", "C", "C", "C", "C", "C", "C", "C", "C", "C", "C", "C", "C", "C", "C", "C", "C", "C", "Li", "H", "H", "H", "H", "H", "H", "H", "H", "H", "H", "H", "H", "H", "H", "H", "H", "H", "H", "H", "H", "H", "H", "H", "H", "H", "H", "H", "H", "H", "H", "H"],
  "coordinates": [[-0.32, 0.24, -0.07], [-5.37, -2.83, -5.11], [0.15, -0.06, -3.90], [2.48, -0.12, -0.88], [-1.96, 1.23, -2.67], [0.92, 1.48, -1.19], [-0.99, -1.61, 1.18], [-2.98, -1.78, -4.45], [-2.37, 0.02, 2.53], [2.77, 3.14, -2.46], [3.55, 3.86, -3.34], [2.11, 0.97, -1.36], [-0.50, 3.15, 1.15], [0.66, 0.97, 1.68], [0.40, 2.31, 2.00], [4.11, 1.19, -2.85], [1.92, -1.17, 2.16], [1.85, 2.15, 3.93], [-4.34, -1.60, -4.44], [-2.12, -0.79, -3.93], [-4.09, 0.53, -3.38], [2.46, 2.78, 5.15], [1.54, 0.24, 2.47], [-2.68, 0.38, -3.28], [-2.48, -2.43, 2.89], [-1.23, -3.98, 1.60], [4.61, 3.25, -3.99], [2.11, 0.83, 3.59], [-0.73, -0.92, -4.12], [-0.66, -2.93, 0.88], [-4.91, -0.43, -3.94], [-2.14, -3.74, 2.61], [-2.75, -4.88, 3.39], [4.90, 1.92, -3.73], [3.02, 1.79, -2.22], [0.99, 2.88, 3.12], [0.34, -3.24, -0.20], [-1.93, -1.37, 2.19], [-0.19, 1.17, -2.65], [4.31, 0.15, -2.64], [-3.23, -5.59, 2.72], [2.80, 0.25, 4.19], [-5.98, -0.28, -4.01], [3.11, 2.08, 5.67], [-3.27, 0.01, 3.14], [5.22, 3.80, -4.69], [-1.98, -5.42, 3.95], [-1.59, 0.55, 3.08], [-0.40, -1.86, -4.60], [-2.56, -2.68, -4.88], [2.29, -1.23, 1.14], [-4.52, 1.44, -2.99], [3.32, 4.89, -3.55], [-0.96, -5.00, 1.35], [0.60, -2.33, -0.74], [1.95, 3.61, -1.94], [-3.49, -4.51, 4.09], [3.05, 3.66, 4.88], [-2.57, 0.58, 1.61], [0.79, 3.91, 3.35], [-3.21, -2.23, 3.67], [-0.06, -3.98, -0.89], [1.25, -3.65, 0.24], [-0.55, 4.17, 1.52], [2.69, -1.53, 2.84], [1.69, 3.10, 5.85], [5.74, 1.45, -4.21], [1.05, -1.82, 2.25], [-0.12, 3.16, 0.12], [-1.51, 2.73, 1.12]]
}


no.,calculated total energy (eV)
1,-73376.0744
2,-73826.2897
3,-73819.2664
4,-61342.9608